(1)
Here is a structure of composition C34H24F12IrNO4P at a distorted geometry from OMol25. Energies are from ωB97M-V/def2-TZVPD.

XYZ file:
```
77
C34H24F12IrNO4P ωB97M-V/def2-TZVPD
Ir 0.57145 -0.40188 0.86956
C 5.23633 4.43640 0.93669
C 3.95991 3.68062 0.67443
C 2.72654 4.17843 1.08079
C 1.57214 3.47188 0.83905
C 1.57577 2.22467 0.17753
N 0.37121 1.54952 -0.00884
C -0.75918 2.29748 -0.29165
C -0.66546 3.29358 -1.28180
C -1.74530 4.06440 -1.65052
C -2.97732 3.89451 -1.03016
C -4.18349 4.70730 -1.42198
C -3.07844 2.92064 -0.04730
C -2.00698 2.11707 0.32825
C -2.11340 1.07999 1.44926
O -1.55886 -0.12092 1.13233
C -1.51383 1.72288 2.76575
F -0.18265 1.59950 2.82906
F -2.00460 1.18199 3.89249
F -1.77014 3.05152 2.83958
C -3.59844 0.75241 1.80250
F -3.68646 -0.31353 2.61102
F -4.24684 1.76423 2.43446
F -4.31826 0.46328 0.70150
C 2.82696 1.71641 -0.22346
C 3.98029 2.45197 0.03358
C 2.87591 0.42788 -1.05143
O 1.97399 -0.53426 -0.74681
C 4.28068 -0.26416 -0.95970
F 4.68731 -0.35957 0.31998
F 5.28075 0.34854 -1.64661
F 4.22306 -1.51719 -1.44315
C 2.67166 0.85551 -2.54204
F 2.93700 -0.14547 -3.40453
F 3.46329 1.89272 -2.89993
F 1.40767 1.24272 -2.76217
H 5.04981 5.51033 0.95993
H 5.98182 4.22214 0.17078
H 5.65590 4.14598 1.90382
H 2.67541 5.13272 1.59430
H 0.61925 3.86173 1.17240
H 0.28586 3.41625 -1.78303
H -1.63038 4.80690 -2.43292
H -3.89316 5.65884 -1.86767
H -4.81677 4.90285 -0.55597
H -4.78575 4.16114 -2.15338
H -4.03304 2.82367 0.44698
H 4.94153 2.08801 -0.29511
O -0.02625 -2.51227 4.42995
C 0.23544 -2.26288 3.26759
O 0.79103 -1.18368 2.83299
C 0.02287 -3.38928 2.23138
P 0.05039 -2.76336 0.51544
C 0.56031 -4.29712 -0.35610
C 1.81057 -4.41363 -0.95301
C 2.19109 -5.61583 -1.53529
C 1.32818 -6.69912 -1.52085
C 0.07842 -6.58480 -0.92283
C -0.30654 -5.38778 -0.34571
C -1.66091 -2.68123 -0.09067
C -2.79116 -2.87181 0.68928
C -4.04922 -2.76029 0.11765
C -4.18254 -2.43072 -1.22158
C -3.05277 -2.22093 -2.00034
C -1.79559 -2.35244 -1.43890
H -0.87760 -3.95801 2.45572
H 0.87642 -4.06072 2.34547
H 2.47471 -3.55690 -0.95833
H 3.16434 -5.70507 -2.00080
H 1.62656 -7.63569 -1.97477
H -0.59521 -7.43197 -0.90692
H -1.28126 -5.29565 0.11650
H -2.69791 -3.06044 1.75115
H -4.92771 -2.90319 0.73361
H -5.16831 -2.31447 -1.65400
H -3.15574 -1.93956 -3.04070
H -0.90430 -2.17277 -2.03172
```

Its multiplicity is 1. The calculation puts the electronic energy at -90069.108 eV. As for the HOMO-LUMO gap (spin up / spin down): 6.4 / 6.4 eV. The total charge is -1.



(2)
Here is a cluster of 3 separate species, C34H25BrNO6 in total from OMol25. Energies are from ωB97M-V/def2-TZVPD.

XYZ file:
```
67
C34H25BrNO6 ωB97M-V/def2-TZVPD
N -5.50721 2.36136 -0.37635
C -5.56753 3.29020 -1.45325
O -6.32614 4.22556 -1.40602
C -4.65675 3.04883 -2.63091
C -3.32336 3.84932 -2.53600
C -2.55885 3.83260 -1.21927
C -1.33098 2.99421 -1.25216
C -1.57584 1.48929 -1.51405
O -2.48276 0.78428 -1.27412
Br 0.03228 0.52100 -2.48707
H -4.90919 2.75749 0.34653
H -5.00321 1.53599 -0.68898
H -4.43362 1.98064 -2.72097
H -5.21016 3.35413 -3.52377
H -2.68218 3.42266 -3.32347
H -3.55810 4.87104 -2.86735
H -3.18759 3.48560 -0.39156
H -0.83524 3.00033 -0.27043
H -0.57493 3.30953 -1.97817
C 2.07627 -0.08698 2.79141
C 2.85063 -0.28066 3.93046
C 3.26851 0.80444 4.68162
C 2.92035 2.09290 4.29194
C 2.14786 2.28559 3.14545
C 1.72167 1.19314 2.40082
C 1.78699 3.65457 2.67303
O 1.11928 3.82339 1.67996
C 2.29272 4.81183 3.47142
C 1.99545 6.09887 3.03957
C 2.44279 7.18838 3.76694
C 3.18390 6.99748 4.92871
C 3.48128 5.71710 5.36219
C 3.03883 4.61825 4.63400
C 3.38287 3.24721 5.11446
O 4.01875 3.08153 6.13486
H 1.75066 -0.93591 2.20438
H 3.12968 -1.28268 4.23022
H 3.86904 0.67432 5.57169
H 1.11980 1.36208 1.51724
H 1.41054 6.22131 2.13757
H 2.21164 8.19073 3.43030
H 3.52834 7.85209 5.49694
H 4.05542 5.54681 6.26284
C -1.47625 -3.19542 -0.23372
C -2.48518 -3.30774 -1.18246
C -2.34205 -4.18104 -2.24720
C -1.18607 -4.94251 -2.37151
C -0.16673 -4.81961 -1.42344
C -0.31907 -3.94450 -0.35537
C 1.09574 -5.59892 -1.53801
O 1.97578 -5.51669 -0.70746
C 1.24490 -6.49834 -2.72280
C 2.43031 -7.20621 -2.88347
C 2.58903 -8.05197 -3.96741
C 1.56226 -8.19908 -4.89414
C 0.38021 -7.49613 -4.73869
C 0.21835 -6.64041 -3.65533
C -1.06293 -5.88126 -3.51994
O -1.96090 -6.03419 -4.32034
H -1.58790 -2.50352 0.59051
H -3.37677 -2.70157 -1.09508
H -3.11433 -4.28057 -2.99747
H 0.48340 -3.85853 0.36436
H 3.21419 -7.07783 -2.14948
H 3.51476 -8.59864 -4.09370
H 1.68764 -8.86252 -5.74025
H -0.43032 -7.59266 -5.44823
```

Its multiplicity is 1. The calculation puts the electronic energy at -119482.216 eV. As for the HOMO-LUMO gap: 3.0 eV. The total charge is -1.



(3)
Here is a structure of composition C34H25Cl4N4PPtSSi at a distorted geometry from OMol25. Energies are from ωB97M-V/def2-TZVPD.

XYZ file:
```
71
C34H25Cl4N4PPtSSi ωB97M-V/def2-TZVPD
Pt -0.18918 -0.23161 1.19412
Cl -1.59875 0.92148 -0.91957
C -2.87361 -0.24341 -1.18216
C -3.50346 -0.19917 -2.41627
C -4.51601 -1.10003 -2.69564
C -4.89510 -2.03729 -1.74494
C -4.25671 -2.06687 -0.51874
C -3.23052 -1.17161 -0.20656
P -2.39993 -1.24225 1.42036
C -2.41687 -3.00774 1.87501
C -1.28577 -3.78737 1.65028
C -1.28409 -5.13947 1.95645
C -2.41427 -5.72050 2.51152
C -3.53744 -4.94621 2.76782
C -3.54072 -3.59482 2.45755
C -3.60921 -0.54978 2.57869
C -4.81197 0.02167 2.18629
C -5.64786 0.59511 3.13551
C -5.28620 0.59911 4.47317
C -4.08486 0.02460 4.86984
C -3.24791 -0.54333 3.92643
H -3.18950 0.53028 -3.14906
H -5.00154 -1.07428 -3.66173
H -5.67863 -2.74991 -1.96359
H -4.54360 -2.80817 0.21607
H -0.39542 -3.32840 1.25582
H -0.39560 -5.72795 1.76544
H -2.41708 -6.77443 2.75685
H -4.41598 -5.39400 3.21359
H -4.41939 -2.99890 2.66822
H -5.09593 0.03649 1.14249
H -6.58060 1.04623 2.82358
H -5.93700 1.05374 5.20837
H -3.79409 0.03234 5.91189
H -2.30054 -0.97270 4.23363
N 1.67228 -0.46965 2.16045
S 2.99458 -0.97504 1.41612
C 4.36311 0.07882 1.90205
C 4.08642 1.39745 2.22146
C 5.13616 2.25024 2.53385
C 6.44205 1.78652 2.51224
C 6.70697 0.46509 2.17627
C 5.66844 -0.39831 1.86729
C 3.47590 -2.49908 2.20116
C 3.39804 -3.64231 1.42385
C 3.65079 -4.87867 2.00672
C 3.97696 -4.94715 3.35101
C 4.04949 -3.79047 4.12356
C 3.79541 -2.55724 3.55291
H 1.82347 -0.17336 3.11820
H 3.06788 1.75448 2.22877
H 4.92485 3.27916 2.79252
H 7.25756 2.45402 2.75701
H 7.72575 0.10197 2.15866
H 5.87279 -1.42943 1.61189
H 3.12619 -3.58209 0.37822
H 3.56696 -5.77126 1.40317
H 4.16900 -5.90809 3.80969
H 4.30050 -3.85496 5.17391
H 3.84954 -1.65244 4.14629
N 0.45462 -1.58445 -0.37617
C 0.51438 -2.55647 -1.00882
C 0.56997 -3.70626 -1.77254
C -0.15724 -3.78077 -2.98584
N -0.75734 -3.83984 -3.96820
C 1.27383 -4.81634 -1.25357
N 1.83435 -5.71762 -0.79851
Cl -0.00216 1.27597 4.51366
Si -0.57155 1.53504 2.53182
Cl -2.45689 2.37381 2.62511
Cl 0.57490 3.14945 1.87891
```

Its multiplicity is 1. The calculation puts the electronic energy at -122966.388 eV. As for the HOMO-LUMO gap: 7.6 eV. The value obtained for the energy relative to the best compared isomer or geometry (same formula, charge and spin) is 21.5 kcal per mole.